(1)
{
  "formula": "C5H4N4S",
  "method": "ωB97M-V/def2-TZVPD",
  "species": ["C", "C", "C", "C", "C", "N", "N", "N", "N", "S", "H", "H", "H", "H"],
  "coordinates": [[-1.91480, -2.73062, -0.36302], [0.61723, -0.17802, -0.70765], [-0.66758, 1.67767, 0.69331], [0.10966, 0.87662, 1.76337], [0.15638, 0.52004, 0.36597], [-1.16869, -2.02882, 0.17209], [0.42989, 0.08244, -2.00093], [1.00532, -0.69565, -2.79275], [1.65658, -1.73950, -2.24184], [1.65124, -1.71407, -0.59452], [-1.84812, 1.42960, 0.61496], [-0.43231, 2.76449, 0.37045], [0.87821, 1.39921, 2.16139], [-0.47301, 0.33660, 2.55917]],
  "forces_ev_per_a": [[-1.4174, -1.3593, -1.1338], [1.8676, -2.2516, 0.8942], [-2.5929, 0.3998, -0.5277], [-3.3936, -0.9284, -0.0170], [-0.6782, 0.5518, -0.6134], [1.7192, 1.6575, 1.3343], [-0.5926, 1.4694, 1.2401], [0.4671, -1.5931, -1.1345], [0.4198, 0.2044, 1.6995], [-2.0459, 2.0900, -2.1905], [2.9153, 0.5357, 0.1386], [-0.0955, -2.1365, 0.5914], [2.8131, 1.2713, 1.0315], [0.6141, 0.0888, -1.3127]],
  "mulliken_charge": [-0.38, -0.03, -0.52, -0.52, 0.89, -0.43, 0.06, -0.46, 0.01, 0.30, 0.25, 0.26, 0.29, 0.26],
  "de_lowest_kj_mol": 903.6,
  "e_lumo_ev": [-3.86, -3.86],
  "orbital_gap_ev": [4.6, 4.6],
  "energy_ha": -809.8413
}


(2)
{
  "formula": "C4H13N2O2",
  "method": "ωB97M-V/def2-TZVPD",
  "species": ["N", "C", "C", "N", "C", "C", "O", "H", "H", "H", "H", "H", "H", "H", "H", "H", "H", "H", "H", "H", "O"],
  "coordinates": [[-1.45896, 1.55257, 1.22365], [-1.30495, 1.75030, -0.21446], [-1.14294, 0.45080, -1.01167], [-0.18193, -0.57258, -0.48126], [1.18520, -0.10378, -0.71197], [2.16107, -0.27535, 0.48600], [1.74246, 0.15479, 1.70156], [-0.57242, 1.25217, 1.64571], [-1.96360, 0.67608, 1.38667], [-2.09834, 2.33213, -0.70102], [-0.45514, 2.42812, -0.36196], [-0.58671, 0.74043, -1.92057], [-2.01691, 0.04680, -1.53436], [-0.36244, -0.56102, 0.53289], [1.17712, 0.94238, -1.08408], [1.66819, -0.61606, -1.52561], [2.36084, -1.34589, 0.72457], [3.11715, 0.19416, 0.07148], [-0.87530, -2.64425, 1.01596], [0.19579, -2.96482, 0.21500], [-0.58818, -3.43697, 0.54346]],
  "forces_ev_per_a": [[-0.3490, -0.7395, 0.5134], [0.2878, -0.1819, -0.0240], [2.1217, -0.1967, -2.1124], [-1.4306, 0.9490, 0.4860], [0.5774, 0.4279, 0.5361], [-0.1961, -0.0613, 1.1434], [-0.6612, 1.1577, -0.3422], [0.4863, 0.6479, -0.4089], [-0.5515, 0.4581, -0.2144], [-0.4840, -0.2004, 0.5289], [0.2506, -0.4842, 0.1322], [-0.3287, 0.3385, -0.0548], [-0.5279, -0.2971, 1.1511], [0.8023, -0.0470, -0.2633], [0.0759, -0.0962, 0.7134], [-0.0430, -0.7976, -0.7087], [0.3245, -0.4354, -1.4001], [-0.3130, -0.2969, 0.3533], [-0.8188, -0.3506, 0.3080], [0.1962, -0.6673, -0.6295], [0.5813, 0.8727, 0.2925]],
  "mulliken_charge": [-0.85, -0.23, -1.03, -0.14, -0.59, -0.46, -0.85, 0.40, 0.26, 0.34, 0.23, 0.40, 0.38, 0.18, 0.35, 0.22, 0.19, 0.23, 0.32, 0.36, -0.69],
  "de_lowest_kj_mol": 185.5,
  "e_lumo_ev": 3.88,
  "orbital_gap_ev": 6.6,
  "total_charge": -1,
  "energy_ha": -420.1482
}